(1)
26
Properties=species:S:1:pos:R:3 method="wB97M-V/def2-TZVPD" fmax_ev_per_a=4.16 homo_ev=-13.764 charge=+1 e_above_lowest_kcal_mol=53.6 lumo_energy_ha=-0.19010 energy_ha=-627.461701
C 3.395 -0.867 -0.187
C 2.552 -1.729 0.386
C 3.014 0.356 -0.685
C 1.226 -1.494 0.315
C 1.661 0.681 -0.765
C 0.738 -0.315 -0.293
C -2.695 1.216 -0.874
C -2.926 -0.945 0.030
C -1.192 1.146 -0.992
C -0.694 -0.101 -0.346
N -3.437 0.303 -0.347
N -1.523 -1.110 -0.113
N -0.902 0.939 1.796
O -3.616 -1.876 0.238
H 4.456 -0.983 -0.505
H 2.856 -2.614 0.932
H 3.941 0.816 -0.994
H 0.516 -2.167 0.687
H 1.267 1.578 -1.069
H -3.175 2.094 -1.075
H -1.032 1.368 -1.999
H -0.662 2.096 -0.509
H -1.207 -2.021 0.101
H 0.046 1.153 2.011
H -1.243 0.563 2.617
H -1.366 1.912 1.640


(2)
27
Properties=species:S:1:pos:R:3 method="wB97M-V/def2-TZVPD" fmax_ev_per_a=4.37 homo_ev="-12.502 / -12.502" charge=+1 e_above_lowest_kcal_mol=72.9 lumo_energy_ha="-0.25429 / -0.25432" energy_ha=-702.574387
C 1.822 2.968 0.577
C 0.996 2.977 -0.539
C 1.704 1.987 1.552
C -0.068 2.067 -0.561
C 0.772 1.026 1.390
C -0.131 0.992 0.333
C -2.413 0.074 0.239
C -2.999 1.296 0.404
C -0.327 -1.265 -0.040
C 2.473 -3.589 -0.603
N -1.102 -2.363 -0.681
N -0.972 -0.116 0.222
N -2.056 -2.154 -1.451
O 0.887 -1.498 0.033
O 1.392 -4.071 -0.653
H 2.770 3.682 0.725
H 1.196 3.674 -1.336
H 2.369 2.005 2.424
H -0.745 2.029 -1.283
H 0.697 0.184 2.104
H -2.912 -0.818 0.085
H -4.090 1.249 0.674
H 2.545 -2.493 -0.369
H 3.322 -4.224 -0.766
H -2.405 2.233 0.450
H -0.436 -3.062 -0.692
H -2.288 -2.790 -2.239


(3)
27
Properties=species:S:1:pos:R:3 method="wB97M-V/def2-TZVPD" fmax_ev_per_a=4.49 homo_ev=-13.256 smiles="Cc1ccc2c(c1[N+](=O)[O-])[n+](C)cn2C" charge=+1 e_above_lowest_kcal_mol=41.8 lumo_energy_ha=-0.15777 energy_ha=-702.623920
C -2.855 -2.104 -0.028
C -1.517 -1.470 0.036
C -0.439 -2.379 -0.046
C 0.861 -1.901 -0.119
C 1.080 -0.502 -0.039
C -0.022 0.378 0.061
C -1.385 -0.080 0.109
N -2.473 0.808 -0.015
O -3.493 0.540 0.591
O -2.402 1.722 -0.854
N 0.498 1.628 0.264
C -0.151 2.976 0.214
C 1.830 1.532 0.104
N 2.210 0.280 -0.066
C 3.675 -0.129 -0.198
H -2.870 -3.202 -0.237
H -3.206 -2.175 1.014
H -3.526 -1.506 -0.823
H -0.509 -3.396 -0.140
H 1.655 -2.493 -0.152
H -0.750 2.953 1.049
H 0.465 3.841 0.296
H -0.901 3.119 -0.566
H 2.596 2.259 0.064
H 3.728 -1.043 0.503
H 3.817 -0.414 -1.292
H 4.082 0.757 0.273


(4)
27
Properties=species:S:1:pos:R:3 method="wB97M-V/def2-TZVPD" fmax_ev_per_a=4.34 homo_ev="-12.085 / -12.084" charge=+1 e_above_lowest_kcal_mol=28.2 lumo_energy_ha="-0.16813 / -0.16811" energy_ha=-702.645685
C -2.243 -2.710 -1.556
C -1.401 -1.961 -2.320
C 2.226 0.780 2.277
C 0.937 0.418 2.476
C -2.190 -2.218 -0.184
C -0.785 -0.977 -1.420
C 2.530 0.348 0.870
C 0.382 -0.148 1.317
C -0.716 2.986 -0.591
C -0.776 -0.846 1.174
N -1.192 -1.386 -0.051
N 0.243 3.577 -0.125
N -1.400 1.978 -0.812
O 1.366 -0.170 0.371
O 2.893 1.528 0.158
H -2.928 -3.524 -1.769
H -1.042 -2.159 -3.360
H 2.866 1.415 2.904
H 0.263 0.844 3.240
H -2.707 -2.632 0.576
H 0.406 -0.846 -1.407
H 3.355 -0.430 0.877
H -1.536 -0.930 1.978
H 0.557 4.357 -0.725
H -1.191 0.066 -1.551
H -2.400 2.056 -0.737
H 2.176 1.873 -0.290


(5)
31
Properties=species:S:1:pos:R:3 method="wB97M-V/def2-TZVPD" multiplicity=3 fmax_ev_per_a=9.03 homo_ev="-15.959 / -15.973" charge=+2 e_above_lowest_kcal_mol=4.7 lumo_energy_ha="-0.39173 / -0.38391" energy_ha=-1756.982251
O -3.847 1.584 -0.552
C -3.196 0.650 -0.293
Ti -2.096 -0.913 0.211
O -3.511 -0.338 -5.726
C -3.388 -0.366 -4.588
C -3.431 -1.772 1.524
O -4.230 -2.253 2.215
C -1.882 -2.483 -0.985
O -1.758 -3.414 -1.677
C 0.915 -1.160 -0.133
N -0.133 -0.134 0.165
C 0.159 1.038 -0.723
N 1.494 1.619 -0.433
C 2.511 0.562 -0.654
N 2.280 -0.642 0.178
C 2.314 -0.213 1.598
N 1.314 0.846 1.922
C -0.037 0.289 1.603
C 1.540 1.997 1.001
H 0.899 -1.392 -1.204
H 0.760 -2.061 0.469
H -0.594 1.822 -0.585
H 0.175 0.702 -1.770
H 3.497 0.975 -0.396
H 2.482 0.270 -1.711
H 2.087 -1.086 2.226
H 3.320 0.178 1.818
H -0.751 1.097 1.823
H -0.171 -0.569 2.280
H 2.529 2.429 1.214
H 0.749 2.736 1.184


(6)
26
Properties=species:S:1:pos:R:3 method="wB97M-V/def2-TZVPD" fmax_ev_per_a=5.69 homo_ev=-9.304 smiles="C[C@@H]1O[C@@]1(C)S(=O)(=O)c1ccccc1" charge=0 e_above_lowest_kcal_mol=30.9 lumo_energy_ha=0.01944 energy_ha=-1012.018078
C 2.983 -1.246 -0.936
C 2.377 0.137 -0.781
O 2.921 1.004 0.252
C 1.694 0.522 0.455
C 1.477 -0.324 1.615
S 0.197 1.966 0.098
O 0.401 2.690 -1.102
O 0.011 2.659 1.394
C -1.235 0.761 -0.034
C -2.390 0.954 0.709
C -3.499 0.216 0.486
C -3.434 -0.847 -0.416
C -2.285 -1.039 -1.220
C -1.175 -0.225 -0.963
H 3.434 -1.524 -1.839
H 2.137 -1.896 -0.656
H 3.696 -1.235 0.002
H 2.112 0.802 -1.710
H 0.869 0.117 2.456
H 2.359 -0.546 2.220
H 1.045 -1.371 1.349
H -2.648 1.733 1.399
H -4.249 0.458 1.274
H -4.290 -1.390 -0.741
H -2.238 -1.795 -1.899
H -0.268 -0.580 -1.411


(7)
23
Properties=species:S:1:pos:R:3 method="wB97M-V/def2-TZVPD" fmax_ev_per_a=5.07 homo_ev=-8.574 charge=0 e_above_lowest_kcal_mol=36.5 lumo_energy_ha=0.02875 energy_ha=-677.624258
C 3.579 0.829 -0.027
C 3.499 -0.553 -0.194
C 2.415 1.560 0.348
C 2.281 -1.139 -0.417
C 1.209 0.907 0.166
C 1.138 -0.426 -0.177
C -0.177 1.364 0.488
C -1.176 0.552 0.301
C -0.216 -1.064 -0.255
C -3.690 -1.003 -0.422
Si -3.032 0.629 0.279
H 4.532 1.343 0.268
H 4.457 -1.014 -0.335
H 2.402 2.522 0.906
H 2.154 -2.150 -0.276
H -0.264 2.373 0.793
H -0.767 -1.322 -1.129
H -0.325 -1.799 0.550
H -3.364 -1.733 0.435
H -4.770 -1.011 -0.835
H -3.133 -1.155 -1.311
H -3.021 1.637 -0.791
H -3.729 0.654 1.635


(8)
27
Properties=species:S:1:pos:R:3 method="wB97M-V/def2-TZVPD" fmax_ev_per_a=1.71 homo_ev=-10.511 charge=+1 e_above_lowest_kcal_mol=0.5 lumo_energy_ha=-0.20900 energy_ha=-1699.902104
Cl -2.079 0.626 3.315
C -1.377 -0.627 2.393
C -0.136 -1.161 2.768
C 0.457 -2.155 1.985
C -0.175 -2.592 0.801
N 0.502 -3.385 -0.107
C -1.463 -2.119 0.490
C -2.049 -1.116 1.263
H 0.352 -0.796 3.666
H 1.415 -2.586 2.280
H -0.036 -3.926 -0.773
H 1.378 -3.808 0.182
H -1.985 -2.522 -0.380
H -3.021 -0.714 0.999
C 3.448 -1.531 -5.177
C 2.839 -0.408 -4.360
S 2.362 -0.840 -2.660
C 1.607 -2.337 -2.763
S 1.889 -3.531 -3.913
C 2.466 -2.664 -5.407
H 3.729 -1.123 -6.154
H 4.353 -1.904 -4.695
H 3.575 0.395 -4.217
H 1.947 0.003 -4.847
H 0.944 -2.582 -1.934
H 1.571 -2.314 -5.933
H 2.944 -3.459 -5.998